Computed, not measured: a cluster of 2 separate species, C8H19NO in total, with ωB97M-V/def2-TZVPD.

Values from the calculation:
energy above the lowest of the compared OMol25 structures with the same formula, charge and spin: 100.2 kcal per mole
SMILES: CCN(C)C(C)=O.CCC
HOMO-LUMO gap: 10.12 eV
charge: 0

Atoms and positions in Å:
C  2.073  -2.427  -0.164
C  1.786  -1.406  1.111
N  0.703  -0.399  0.712
C  -0.443  -1.256  0.359
C  0.655  0.584  1.799
C  -0.658  1.264  1.871
O  1.733  0.840  2.278
H  2.897  -2.031  -0.629
H  1.098  -2.872  -0.444
H  2.481  -3.476  0.200
H  2.016  -1.699  2.080
H  2.793  -0.945  0.962
H  -0.737  -1.927  1.144
H  -1.256  -0.612  0.093
H  -0.344  -1.803  -0.547
H  -1.119  1.438  2.852
H  -0.236  2.282  1.842
H  -1.339  1.061  1.015
C  -2.902  1.273  -1.850
C  -1.897  0.483  -2.712
C  -0.529  1.094  -2.661
H  -2.387  1.987  -1.142
H  -3.291  2.088  -2.495
H  -3.633  0.643  -1.404
H  -2.250  0.435  -3.728
H  -1.895  -0.602  -2.466
H  0.059  0.614  -3.438
H  0.115  0.955  -1.797
H  -0.619  2.169  -2.520